(1)
100
Properties=species:S:1:pos:R:3 method="wB97M-V/def2-TZVPD" charge=-1 total_energy_ev=-92707.5967 homo_ev=-5.12 homo_lumo_gap_ev=6.877
C 0.17850 -1.91077 -3.59647
C -0.62944 -2.35657 -2.79374
P -2.04025 -2.64712 -1.52081
C -1.24861 -4.35093 -0.99892
C -1.09236 -5.38207 -2.20546
C 0.35120 -6.02788 -2.11577
S 1.69547 -5.10704 -2.95762
O 1.38649 -4.76800 -4.35712
O 2.84742 -6.04231 -3.01141
O 2.23581 -3.80298 -2.08811
C -2.83228 -0.97680 -1.99771
C -2.95681 -0.68777 -3.54540
C -3.61976 -1.84032 -4.39390
Cl -4.11491 0.77628 -3.69718
O -3.27357 -2.68321 -0.26876
C -2.90009 -2.05943 0.97552
C -3.42849 -0.59630 1.26607
C -2.96954 -0.01942 2.68881
C -2.30103 1.42559 2.55328
C -0.90512 1.56687 3.31398
C 0.37774 1.45437 2.38818
C 0.47099 2.58945 1.23514
C 0.27177 1.84750 -0.16645
C 0.16635 2.82771 -1.40314
C 1.53273 3.48930 -1.84588
C 2.56609 2.43258 -2.48745
C 3.48393 1.89844 -1.31272
C 4.96581 1.49751 -1.79711
N 5.62883 0.90330 -0.59256
C 6.35915 1.67763 0.30815
C 6.77040 0.68478 1.33284
C 6.20448 -0.66318 0.91902
C 5.46328 -0.46685 -0.35399
C -1.27602 -1.97263 0.98837
C -0.61496 -3.02146 1.98605
C -0.24178 -2.44097 3.41783
C -1.18108 -2.99940 4.55633
F -0.81779 -4.26822 4.99805
F -1.08403 -2.12262 5.64260
F -2.51841 -3.07322 4.20713
O -0.84991 -1.99697 -0.39250
H 0.76872 -1.39148 -4.38734
H -2.84920 -3.49142 -2.35790
H -1.90859 -4.80437 -0.18969
H -0.23544 -4.16752 -0.54410
H -1.82345 -6.23013 -1.99497
H -1.37061 -4.97876 -3.21810
H 0.67121 -6.22918 -1.04506
H 0.32768 -7.04950 -2.60868
H 1.64414 -3.61988 -1.32602
H -3.84307 -0.82872 -1.51880
H -2.16985 -0.16176 -1.55602
H -2.00261 -0.33629 -4.03141
H -2.86020 -2.61823 -4.70345
H -4.16265 -1.45961 -5.31268
H -4.36604 -2.38194 -3.73327
H -3.29369 -2.75508 1.77570
H -2.93701 0.08691 0.49981
H -4.54335 -0.46933 1.08554
H -3.93553 0.13144 3.27253
H -2.35937 -0.74243 3.29362
H -2.13701 1.74930 1.48983
H -2.99971 2.18580 3.02776
H -0.86392 0.77832 4.13291
H -0.90064 2.56312 3.85593
H 1.27939 1.60215 3.06931
H 0.51900 0.44347 1.91026
H -0.26365 3.43196 1.38007
H 1.53969 2.97741 1.30349
H 1.03315 1.02660 -0.27622
H -0.73734 1.32246 -0.09039
H -0.34329 2.29026 -2.25803
H -0.51533 3.68027 -1.07519
H 1.29540 4.30982 -2.60000
H 1.99735 4.01354 -0.96201
H 3.13280 2.90809 -3.33774
H 1.95340 1.59167 -2.93550
H 3.64629 2.71048 -0.53635
H 3.08652 0.96149 -0.81452
H 5.54600 2.38678 -2.17007
H 4.89589 0.73174 -2.63242
H 6.52034 2.77492 0.21661
H 7.35726 0.91609 2.25674
H 6.27120 -1.64544 1.44327
H 4.88426 -1.18484 -0.98891
H -0.85935 -0.98275 1.33622
H -1.35399 -3.86982 2.16496
H 0.28371 -3.51911 1.50714
H 0.79046 -2.84194 3.66699
H -0.20032 -1.31958 3.38132
C -0.46211 7.43791 2.09211
C -1.89528 7.88737 2.13954
O -2.59795 6.76687 1.61643
C -1.81337 5.67049 1.81197
O -2.17064 4.54822 1.64077
O -0.56679 6.02612 2.22972
H 0.13640 7.86313 2.89773
H 0.01690 7.66524 1.13592
H -2.24112 8.07709 3.15942
H -2.07486 8.77572 1.53405

(2)
105
Properties=species:S:1:pos:R:3 method="wB97M-V/def2-TZVPD" charge=-1 total_energy_ev=-169225.4139 multiplicity=6 homo_ev="-3.70 / -4.25" s_squared=8.7760 homo_lumo_gap_ev="5.955 / 6.502"
Fe -0.25570 -0.39760 -0.05790
C -3.85290 -2.42130 3.37350
C -2.55610 -1.81630 3.91910
C -1.39640 -2.70780 3.49240
C -2.59010 -1.75170 5.45490
N -2.43770 -0.43760 3.43280
C -3.44570 0.47230 3.64340
C -3.00670 1.68430 3.24810
N -1.72670 1.54930 2.79160
B -0.87130 2.77960 2.42860
N -1.36000 3.43390 1.12350
C -1.30060 4.77810 0.89800
C -1.83770 5.03720 -0.31340
N -2.23450 3.83880 -0.85710
C -1.90680 2.86230 0.03310
S -2.14800 1.20140 -0.14450
C -2.84990 3.64060 -2.16940
C -3.16370 4.99630 -2.80730
C -1.86040 2.88130 -3.05310
C -4.16250 2.86740 -2.00420
N 0.63860 2.48860 2.37240
C 1.40720 2.64770 3.49150
C 2.70600 2.59590 3.13580
N 2.76520 2.38830 1.77800
C 1.47700 2.28340 1.33040
S 0.97860 1.86850 -0.22410
C 3.96930 2.60620 0.97010
C 3.78020 3.92340 0.20660
C 4.21690 1.46320 -0.00750
C 5.19100 2.72450 1.88490
C -1.39630 0.24310 2.88230
S 0.07360 -0.36940 2.32510
H -3.91580 -3.46210 3.67750
H -3.84090 -2.37640 2.28720
H -4.73750 -1.90520 3.73660
H -1.58700 -3.71980 3.84210
H -0.45280 -2.36900 3.91080
H -1.30510 -2.74180 2.41030
H -2.68370 -2.75650 5.86020
H -3.42670 -1.15370 5.81210
H -1.66560 -1.31510 5.82820
H -4.39280 0.19000 4.04770
H -3.50060 2.63470 3.24710
H -1.03440 3.58360 3.30480
H -0.88360 5.44710 1.62240
H -1.94170 5.97090 -0.81880
H -2.25530 5.56140 -3.00140
H -3.82970 5.58170 -2.17620
H -3.66250 4.82990 -3.75860
H -0.94330 3.45450 -3.16970
H -2.29120 2.69510 -4.03230
H -1.59790 1.92870 -2.60320
H -4.84140 3.41220 -1.35070
H -3.97070 1.89250 -1.56720
H -4.63710 2.73420 -2.97330
H 0.96200 2.77670 4.45610
H 3.57100 2.67340 3.75770
H 2.92920 3.83570 -0.46350
H 4.67040 4.13940 -0.37920
H 3.60550 4.74660 0.89940
H 3.38970 1.36340 -0.70020
H 4.32170 0.52290 0.52480
H 5.12660 1.65920 -0.56950
H 5.12790 3.59530 2.53380
H 6.07540 2.83260 1.26330
H 5.31020 1.82760 2.48720
S 2.84140 -3.88370 0.44990
C 1.75770 -2.64430 0.20130
S 2.17110 -1.00120 0.11530
S 0.08860 -2.88720 -0.03590
C -3.02040 -2.10160 -6.20720
C -3.94150 -1.11310 -5.50230
C -3.24210 -0.30190 -4.41040
C -3.01700 -1.05670 -3.09840
N -2.00130 -2.07380 -3.22890
C -0.69790 -1.85270 -2.98210
S -0.11880 -0.33690 -2.50560
N 0.13560 -2.86770 -3.24760
C 1.57550 -2.81300 -3.16110
C 2.19450 -3.77410 -4.17010
C 1.85820 -3.44940 -5.62540
C 2.48940 -2.14380 -6.09300
H -3.55340 -2.61490 -7.00640
H -2.64650 -2.84610 -5.51100
H -2.16920 -1.58070 -6.64080
H -4.78600 -1.65050 -5.06460
H -4.34170 -0.41870 -6.24800
H -3.85400 0.57030 -4.17530
H -2.27520 0.05050 -4.77260
H -3.93890 -1.53370 -2.76200
H -2.70780 -0.33610 -2.33480
H -2.32810 -3.02650 -3.10980
H -0.26140 -3.79830 -3.26110
H 1.91840 -3.09350 -2.16010
H 1.87900 -1.78040 -3.34120
H 1.85160 -4.78590 -3.93760
H 3.27640 -3.75610 -4.03190
H 0.77440 -3.38890 -5.74580
H 2.21880 -4.26900 -6.25360
H 2.06650 -1.29800 -5.55800
H 2.31600 -1.99550 -7.15730
H 3.56360 -2.15950 -5.91980
S -2.53350 -1.52310 0.24620
C -2.88650 -2.89430 -0.57020
N -3.17490 -3.82380 -1.20150

(3)
98
Properties=species:S:1:pos:R:3 method="wB97M-V/def2-TZVPD" smiles="C[N+](=O)[O-].C[N+](=O)[O-].c1ccccc1.c1ccccc1.c1ccccc1.COCCOC.COCCOC.COCCOC" total_energy_ev=-57502.9728 homo_ev=-9.09 homo_lumo_gap_ev=8.869
C -5.16750 -2.65731 0.54521
N -4.38572 -2.93224 1.77801
O -4.54440 -2.15078 2.73318
O -3.59079 -3.82593 1.70707
H -5.66116 -3.57178 0.21634
H -4.39273 -2.36062 -0.16176
H -5.93240 -1.88106 0.56672
C -1.33505 1.80725 -4.69208
N -2.56762 1.77473 -5.55587
O -3.32573 0.80845 -5.52119
O -2.65931 2.78187 -6.37195
H -0.89780 2.78499 -4.89441
H -0.58800 1.02729 -4.83929
H -1.73514 1.71895 -3.68202
C 4.82183 -2.83170 0.07562
C 4.45178 -3.66136 1.10512
C 4.39530 -5.01982 0.89398
C 4.63069 -5.58840 -0.33268
C 4.95137 -4.74865 -1.38676
C 5.13898 -3.35670 -1.16061
H 4.88062 -1.77482 0.28998
H 4.22048 -3.28614 2.09108
H 4.17800 -5.62421 1.76225
H 4.69101 -6.66661 -0.31715
H 5.04380 -5.15803 -2.38187
H 5.36558 -2.71962 -2.00273
C 2.94819 2.68340 4.40216
C 3.83338 2.43752 3.40884
C 3.71797 1.40192 2.55356
C 2.63199 0.56594 2.73969
C 1.75762 0.76383 3.83143
C 1.88267 1.84154 4.70110
H 3.17819 3.50593 5.06318
H 4.60643 3.17577 3.25457
H 4.39067 1.30148 1.71464
H 2.56306 -0.35433 2.17867
H 1.00522 0.00226 3.97396
H 1.07714 1.94106 5.41356
C 0.56815 3.52247 1.24013
C -0.70466 3.82945 1.49313
C -1.51790 4.08963 0.42323
C -1.04779 4.33795 -0.87704
C 0.29410 4.18898 -1.16434
C 1.09414 3.74462 -0.06357
H 1.26690 3.10230 1.94837
H -1.23865 3.66434 2.41725
H -2.56913 4.25010 0.61177
H -1.68578 4.59819 -1.70869
H 0.70097 4.26407 -2.16195
H 2.15129 3.62616 -0.25013
C -2.16520 0.45811 1.68311
O -2.33291 -0.02498 0.38351
C -1.61368 0.59183 -0.65716
C -0.05004 0.41674 -0.47547
O 0.33706 -0.94749 -0.78912
C 1.71439 -1.26876 -0.71396
H -1.15326 0.23732 2.02272
H -2.75573 0.01212 2.48341
H -2.35975 1.52385 1.80332
H -1.68408 1.67823 -0.71092
H -1.89687 0.12312 -1.59961
H 0.35012 0.84645 0.44286
H 0.40827 0.97860 -1.28933
H 1.95099 -1.66542 0.27335
H 2.45396 -0.48290 -0.86746
H 1.89957 -2.13473 -1.34950
C -4.12585 2.71461 4.30794
O -2.67292 2.90063 4.23595
C -1.92835 2.55109 5.41654
C -1.98060 1.10230 5.84855
O -1.47679 0.31746 4.77008
C -1.73740 -1.06991 4.97195
H -4.40780 1.92054 3.61651
H -4.51152 3.68233 3.98718
H -4.44696 2.46463 5.31913
H -2.17606 3.19203 6.26267
H -0.89023 2.83085 5.23727
H -2.98983 0.83756 6.16393
H -1.25317 0.93405 6.64268
H -2.73792 -1.41790 4.71510
H -1.37772 -1.43875 5.93252
H -1.14153 -1.56379 4.20440
C -1.37138 -1.25486 -8.20887
O -0.65286 -1.65670 -7.10576
C 0.51936 -0.94250 -6.70438
C 0.95463 -1.45091 -5.34523
O 1.47300 -2.82065 -5.46389
C 1.52685 -3.51604 -4.16939
H -2.09440 -0.44172 -8.14456
H -1.92410 -2.18523 -8.33927
H -0.82944 -1.14221 -9.14787
H 0.28851 0.12277 -6.70471
H 1.37975 -1.08079 -7.35913
H 0.17214 -1.35149 -4.59296
H 1.80130 -0.85807 -4.99911
H 1.76628 -4.56410 -4.34926
H 0.53979 -3.41041 -3.71923
H 2.31191 -3.11906 -3.52581

(4)
131
Properties=species:S:1:pos:R:3 method="wB97M-V/def2-TZVPD" charge=-1 total_energy_ev=-178910.5547 multiplicity=2 homo_ev="-0.67 / -7.23" s_squared=0.7530 homo_lumo_gap_ev="2.000 / 8.566"
C 3.07719 3.06228 3.02766
C 1.64281 2.62492 3.24677
C 1.41029 1.39323 4.15415
O 0.30157 1.69089 4.91783
C 0.06282 2.93857 4.96256
O -0.60056 3.50468 5.81320
O 0.94923 3.59164 4.07943
H 3.52742 3.28391 3.99527
H 3.12045 3.90401 2.33650
H 3.77546 2.32772 2.62648
H 1.09408 2.61262 2.30505
H 2.23116 1.26815 4.86029
H 1.34838 0.39346 3.72436
C -5.37319 0.25380 0.41335
C -6.76491 -0.43683 0.47367
C -6.60140 -1.90903 0.42425
O -7.67137 -2.28170 1.18857
C -7.99582 -1.35808 2.04811
O -8.84133 -1.44459 3.01520
O -7.25055 -0.31567 1.80130
H -5.66188 1.24919 0.75091
H -5.03130 0.14923 -0.61634
H -4.59722 0.04761 1.15054
H -7.35695 -0.20011 -0.41038
H -5.80227 -2.35330 1.01766
H -6.57723 -2.22054 -0.62001
C -2.35662 4.69795 -1.93818
C -2.77284 3.21926 -1.88612
C -4.33231 2.83958 -1.97428
O -4.43748 1.89640 -3.06665
C -3.28666 1.79476 -3.61625
O -3.05899 1.13745 -4.61400
O -2.33625 2.65478 -3.05617
H -2.31377 4.99897 -2.98491
H -1.41201 4.59965 -1.40324
H -3.15498 5.16813 -1.36404
H -2.36956 2.85065 -0.94293
H -4.87956 3.76495 -2.15400
H -4.61734 2.37052 -1.03256
C 6.34014 -0.27003 -0.37613
C 4.95562 -1.00732 -0.27147
C 3.87319 0.03232 -0.24655
O 3.13735 -0.24341 -1.27790
C 3.67404 -1.14895 -2.06811
O 3.14239 -1.59627 -3.06911
O 4.84437 -1.54581 -1.49703
H 6.99734 -1.01762 -0.82030
H 6.63271 0.10611 0.60419
H 6.41382 0.47510 -1.16825
H 4.91060 -1.49392 0.70284
H 4.33607 1.01144 -0.36967
H 3.38505 -0.08430 0.72104
C 4.85428 -5.46831 0.98078
C 3.67338 -5.10088 1.92515
C 3.87741 -5.00597 3.35274
O 3.33349 -3.78238 3.77225
C 2.91483 -3.05751 2.55609
O 2.33836 -1.91419 2.61288
O 3.14691 -3.82708 1.47283
H 5.53777 -4.63998 0.79417
H 4.40355 -5.77112 0.03566
H 5.15549 -6.41560 1.42799
H 2.95868 -5.90110 1.73292
H 4.92503 -5.16172 3.61031
H 3.24525 -5.78536 3.77820
C 0.48137 2.28321 -5.34706
C 1.85196 1.62602 -5.10705
O 2.61774 1.96707 -6.28061
S 1.58667 2.11346 -7.59406
O 1.38378 0.77532 -8.20764
O 1.79494 3.29582 -8.45115
O 0.25939 2.28711 -6.71702
H 0.40328 3.25265 -4.85493
H -0.18424 1.75814 -4.66196
H 1.89681 0.53991 -5.02673
H 2.28167 2.18783 -4.27770
C -1.93730 5.24219 2.94648
C -2.92994 5.05266 4.06698
O -4.00968 4.65885 3.32809
S -3.74989 3.66698 2.08990
O -4.45266 4.08563 0.90068
O -3.71592 2.20823 2.55063
O -2.23145 4.31173 1.97385
H -0.93013 5.14066 3.35070
H -2.08042 6.26394 2.59483
H -3.25151 5.93841 4.61482
H -2.72182 4.15312 4.64630
C -0.16452 -0.75394 1.18836
C -1.51190 -0.11458 0.86768
O -1.28210 0.70028 -0.25844
S -0.36077 -0.12261 -1.32620
O 0.50466 0.67576 -2.20600
O -1.23349 -1.11897 -1.96032
O 0.47386 -0.86022 -0.07538
H -0.13041 -1.56949 1.91072
H 0.51314 -0.01730 1.61990
H -1.83797 0.61054 1.61331
H -2.22566 -0.93021 0.75195
C -4.26632 -5.62343 1.77154
C -2.85388 -5.88359 2.22082
O -2.09952 -4.86772 1.42640
S -2.75826 -4.59667 -0.09468
O -2.29810 -5.47965 -1.11585
O -2.75262 -3.13594 -0.26653
O -4.22815 -5.07648 0.47416
H -4.79428 -4.82184 2.28806
H -4.90750 -6.50472 1.78946
H -2.58454 -6.84074 1.77424
H -2.67822 -6.01328 3.28873
C 1.34213 -4.00404 -1.32966
C 0.93076 -4.53851 -2.82350
O 1.28648 -5.87219 -2.80777
S 2.68494 -6.12425 -1.98757
O 3.88062 -5.44809 -2.48817
O 2.76406 -7.50284 -1.46173
O 1.98346 -5.12016 -0.76880
H 0.42838 -3.67763 -0.83306
H 2.07812 -3.20251 -1.26667
H 1.51983 -4.07777 -3.61648
H -0.12489 -4.52170 -3.09446
C 3.58352 5.16993 -0.09124
C 3.96683 4.78201 -1.50289
O 3.45586 3.46131 -1.60238
S 1.88386 3.39141 -0.90569
O 1.81717 2.17490 -0.11447
O 0.84229 3.64797 -1.91789
O 2.22207 4.81430 -0.03777
H 3.77925 6.23096 0.06369
H 4.13112 4.55232 0.62065
H 5.04450 4.72414 -1.65581
H 3.51934 5.52169 -2.16676